The following is a DFT calculation (the ωB97M-V functional and the def2-TZVPD basis) of a molecular structure, C8H7MnO6 at a distorted geometry.

```
22
C8H7MnO6 | the Open Molecules 2025 dataset | the ωB97M-V functional and the def2-TZVPD basis
O -0.113 1.206 -3.185
C -0.268 1.018 -2.031
Mn -0.435 0.764 -0.407
O -1.894 3.254 0.149
C -1.322 2.237 0.026
C 1.483 -1.555 -3.055
O 1.394 -1.865 -1.932
C 1.293 0.585 0.217
O 2.139 0.593 1.054
C -1.355 -0.848 -0.259
O -1.999 -1.616 0.313
H 1.854 -1.853 -4.001
C -0.046 -2.192 3.042
C -0.203 -0.693 3.114
C 0.046 -0.046 4.443
O -0.569 0.005 2.149
H -0.089 -2.643 4.037
H 0.917 -2.454 2.585
H -0.836 -2.612 2.412
H 1.092 0.292 4.488
H -0.592 0.838 4.504
H -0.151 -0.729 5.273
```

Gap between HOMO and LUMO (spin up / spin down) ... 4.3 / 4.3 eV
M ... 254.076 g/mol
Spin multiplicity ... 5
Relative energy (zero: lowest compared OMol25 entry of this formula, charge and spin) ... 57.08 kJ/mol
Charge ... +2
Max |F| ... 12.1 eV Å⁻¹
E_LUMO (spin up / spin down) ... -12.07 / -12.08 eV

The following is a DFT calculation (the ωB97M-V functional and the def2-TZVPD basis) of 2 unconnected molecules or ions with the total composition C8H7N2O3 at a distorted geometry.

```
20
C8H7N2O3 | the Open Molecules 2025 dataset | the ωB97M-V functional and the def2-TZVPD basis
C 0.362 -0.879 3.464
C 0.798 0.347 2.983
C -0.544 -1.545 2.650
C -0.484 0.127 1.110
C -0.807 1.288 -1.180
C -0.106 0.474 -1.981
C -0.102 0.715 -3.412
C 0.676 -0.715 -1.489
N 0.394 0.837 1.827
N -0.973 -1.055 1.502
O 0.488 0.032 -4.226
O -0.824 1.788 -3.860
O -1.509 2.250 -1.053
H 0.708 -1.289 4.405
H 1.507 0.955 3.547
H -0.936 -2.521 2.935
H 0.009 -1.474 -1.082
H 1.367 -0.420 -0.702
H 1.233 -1.136 -2.324
H -1.259 2.220 -3.113
```

Gap between HOMO and LUMO ... 7.1 eV
M ... 179.155 g/mol
Relative energy (zero: lowest compared OMol25 entry of this formula, charge and spin) ... 245.83 kJ/mol
Charge ... -1
Max |F| ... 2.8 eV Å⁻¹
E_LUMO ... 3.52 eV

The following is a DFT calculation (the ωB97M-V functional and the def2-TZVPD basis) of C8H7NO3S in the gas phase at a distorted geometry.

```
20
C8H7NO3S | the Open Molecules 2025 dataset | the ωB97M-V functional and the def2-TZVPD basis
C -2.098 -1.476 0.335
C -1.092 -2.444 0.452
C -1.654 -0.170 0.080
C 0.285 -2.205 0.303
C -0.273 0.123 0.056
C 0.614 -0.933 0.089
C 0.423 1.449 -0.036
C -0.249 2.700 -0.443
N 1.777 1.337 -0.342
O 2.576 -0.435 -1.788
O 3.210 -0.574 0.555
O 1.356 1.514 1.034
S 2.215 -0.287 -0.405
H -3.104 -1.940 0.567
H -1.461 -3.416 0.732
H -2.291 0.745 0.088
H 1.034 -2.970 0.501
H -1.054 2.495 -1.164
H 0.442 3.236 -1.030
H -0.656 3.251 0.415
```

Gap between HOMO and LUMO ... 10.2 eV
M ... 197.215 g/mol
SMILES ... C[C@]12ON1S(=O)(=O)c1ccccc12
Relative energy (zero: lowest compared OMol25 entry of this formula, charge and spin) ... 217.58 kJ/mol
Max |F| ... 3.1 eV Å⁻¹
E_LUMO ... 0.19 eV

The following is a DFT calculation (the ωB97M-V functional and the def2-TZVPD basis) of 2 unconnected molecules or ions with the total composition C8H8 at a distorted geometry.

```
16
C8H8 | the Open Molecules 2025 dataset | the ωB97M-V functional and the def2-TZVPD basis
C 1.035 1.047 0.934
C 0.988 -0.306 1.379
C 1.111 -1.323 0.496
C 1.319 -1.065 -0.910
C 1.174 0.314 -1.322
C 1.063 1.378 -0.402
C -2.669 -0.094 -0.228
C -3.919 -0.087 -0.048
H 0.957 1.833 1.711
H 0.657 -0.420 2.433
H 1.067 -2.458 0.694
H 1.555 -1.868 -1.629
H 1.325 0.595 -2.367
H 0.911 2.402 -0.707
H -1.601 -0.199 -0.246
H -4.974 0.250 0.212
```

Gap between HOMO and LUMO ... 10.4 eV
M ... 104.152 g/mol
SMILES ... c1ccccc1.C#C
Relative energy (zero: lowest compared OMol25 entry of this formula, charge and spin) ... 246.87 kJ/mol
Max |F| ... 5.6 eV Å⁻¹
E_LUMO ... 1.03 eV

Number 1: DFT total energy -51989.6637 eV. Number 2: DFT total energy -17531.3740 eV. Number 3: DFT total energy -26873.6131 eV. Number 4: DFT total energy -8422.4619 eV.